# 1
ORCA calculation (the ωB97M-V functional and the def2-TZVPD basis) on a 2-piece molecular cluster, C3H8N2O2 overall.

XYZ file:
```
15
Properties=species:S:1:pos:R:3:forces:R:3
H -0.148252 -1.235546 1.617461 -0.2 0.3 0.3
N 0.366828 -0.549925 1.064689 -0.6 1.0 -0.2
C -0.220493 0.584381 0.941319 1.4 -0.6 2.3
C -1.334748 1.085356 1.800650 -0.6 -0.3 -0.4
H 0.335390 1.370342 0.433739 -0.1 -0.2 -0.5
H -0.941967 1.802795 2.520533 0.1 0.1 0.0
H -1.810835 0.272838 2.348016 -0.1 0.0 0.0
H -2.078640 1.603219 1.196189 -0.1 0.1 0.0
O -1.108560 0.059475 -1.972216 2.3 -0.5 0.6
N 0.067427 0.166909 -1.666034 -0.7 -0.3 -1.0
C 0.920637 -1.100844 -1.612502 -1.7 -0.7 0.4
O 2.252837 -0.843559 -1.870341 0.3 0.6 -0.3
H 0.801681 -1.470665 -0.563327 0.0 0.4 -1.0
H 0.517630 -1.855565 -2.296048 0.0 0.2 -0.2
H 2.381063 0.110787 -1.942130 0.0 0.0 0.1
```
Positions in Å, forces in eV/Å.

Its relative energy (zero: lowest compared OMol25 entry of this formula, charge and spin) is 4.9808 eV. As for the LUMO energy: -0.220 eV. The total charge is 0. Its HOMO-LUMO gap is 0.328 Ha. The total energy is -378.95797 Ha.

# 2
ORCA calculation (the ωB97M-V functional and the def2-TZVPD basis) on a 8-piece molecular cluster, C20H52Br8O16P4 overall.

XYZ file:
```
100
Properties=species:S:1:pos:R:3:forces:R:3
C -26.650286 -19.806770 -22.112800 -0.3 -0.3 0.3
O -25.398200 -19.119311 -22.256313 0.1 0.0 0.0
P -24.092258 -19.920979 -21.876299 0.9 0.4 -0.4
O -23.817621 -21.109345 -22.710308 -0.3 0.5 0.4
O -22.964711 -18.799744 -22.051848 -0.3 -0.4 0.9
C -22.462479 -18.495311 -23.343725 -0.5 0.0 -0.8
O -24.189169 -20.154204 -20.305324 0.0 -0.2 -1.3
C -23.993164 -21.498876 -19.830052 0.6 0.1 1.3
H -27.087037 -19.535629 -21.149558 -0.1 0.1 -0.2
H -26.547707 -20.895819 -22.092662 0.2 0.2 -0.1
H -27.288876 -19.521420 -22.945029 0.0 0.2 0.0
H -22.449657 -17.415386 -23.470363 0.0 0.0 0.1
H -23.126813 -18.921050 -24.097965 0.1 0.1 -0.1
H -21.468018 -18.893360 -23.535513 0.1 -0.1 0.4
H -23.905927 -22.246674 -20.610630 -0.2 0.2 -0.2
H -24.797408 -21.735614 -19.134611 -0.2 0.0 -0.3
H -23.080135 -21.475437 -19.230907 0.1 -0.1 -0.1
C -22.135092 -29.609887 -20.412747 0.0 0.4 0.6
O -22.010729 -30.946771 -20.897978 -0.1 0.0 -0.5
P -20.665371 -31.441845 -21.566963 -0.3 -0.6 -1.0
O -19.497263 -31.464409 -20.687881 0.1 -0.1 0.1
O -20.506086 -30.538793 -22.870075 -0.8 0.2 0.5
C -19.290830 -30.441405 -23.579010 1.4 -0.6 -0.2
O -21.126038 -32.847774 -22.212544 0.6 1.2 0.8
C -21.205121 -33.997290 -21.358261 -0.7 -0.7 -1.0
H -21.233045 -29.025185 -20.588695 0.0 0.0 -0.2
H -22.294194 -29.639499 -19.334322 0.0 0.0 -0.8
H -23.000426 -29.112792 -20.846620 0.1 -0.2 -0.4
H -18.960820 -29.418839 -23.759361 -0.5 0.2 0.3
H -19.349138 -30.930632 -24.552849 -0.4 -0.1 0.1
H -18.488460 -30.934476 -23.022670 0.0 0.1 0.0
H -22.255275 -34.303731 -21.366124 0.0 0.2 0.5
H -20.811759 -33.848667 -20.357397 0.1 0.1 0.0
H -20.707049 -34.812083 -21.887903 0.4 0.1 0.3
C -23.436017 -28.149869 -13.415719 -0.2 0.2 1.0
O -22.647029 -28.718701 -14.451813 0.3 0.6 -0.9
P -21.682939 -27.836757 -15.383967 0.0 -0.3 0.3
O -21.808454 -26.376289 -15.275017 -0.1 -0.6 0.3
O -21.954901 -28.358252 -16.859301 0.4 0.1 1.0
C -21.545451 -29.658209 -17.289156 1.3 -0.4 0.3
O -20.244460 -28.418234 -15.024867 -0.4 0.1 -0.7
C -19.789148 -28.572254 -13.697216 0.1 -0.9 1.0
H -22.896916 -28.322190 -12.480296 -0.3 -0.1 0.0
H -24.416374 -28.624921 -13.389874 0.2 -0.2 -0.1
H -23.599348 -27.072338 -13.469697 0.3 0.0 -0.5
H -20.679571 -29.540137 -17.946817 -0.5 0.1 -0.4
H -22.388277 -30.152119 -17.757191 0.1 -0.1 0.2
H -21.097938 -30.293518 -16.518950 -0.6 0.2 0.5
H -20.542357 -28.436026 -12.916047 -0.2 0.6 -0.3
H -18.928564 -27.935445 -13.509349 -0.1 0.1 -0.1
H -19.503800 -29.616728 -13.536607 0.3 0.1 -0.4
C -27.302409 -23.366876 -23.771891 -1.1 0.5 -0.6
O -27.277264 -24.362468 -22.759764 0.7 -0.4 0.5
P -26.536483 -24.059283 -21.364984 -0.2 0.2 0.5
O -26.801833 -22.689292 -20.890867 0.1 -0.5 -0.1
O -27.106011 -25.173437 -20.381877 0.4 0.4 -0.9
C -26.724958 -26.543006 -20.587402 -0.2 -0.4 -0.3
O -24.996635 -24.467192 -21.502994 -0.8 0.0 0.2
C -24.200682 -23.889238 -22.559348 -0.5 -0.3 -0.5
H -26.492232 -23.451645 -24.495000 0.3 0.0 0.4
H -27.403262 -22.373973 -23.330678 0.5 0.0 0.0
H -28.222852 -23.493043 -24.349545 0.0 -0.3 0.2
H -26.291628 -26.717554 -21.575073 0.3 0.3 0.2
H -27.616586 -27.172626 -20.588577 0.0 0.2 0.5
H -26.024900 -26.805149 -19.795586 -0.1 -0.2 -0.1
H -23.207484 -23.668332 -22.181493 -0.1 0.0 0.1
H -24.658534 -22.974159 -22.933617 0.3 -0.1 0.1
H -24.140817 -24.622719 -23.364835 0.1 0.0 0.0
Br -21.834759 -25.726677 -11.306220 0.4 0.0 -0.2
C -20.426769 -25.004784 -12.477434 0.0 0.5 0.1
C -21.021179 -23.905140 -13.327788 0.3 -0.1 0.0
Br -19.464481 -23.006810 -14.172211 -0.6 -0.1 0.1
H -19.994606 -25.779662 -13.103063 -0.3 -0.2 0.1
H -19.642144 -24.620778 -11.832584 -0.2 0.0 0.2
H -21.595376 -23.177251 -12.760832 0.3 0.1 0.1
H -21.653326 -24.295242 -14.116280 0.2 -0.1 -0.1
Br -26.661082 -23.333627 -17.157345 -0.1 0.4 0.1
C -28.217447 -22.149595 -17.017042 -0.4 -0.9 0.7
C -28.396671 -21.249601 -18.203731 0.5 0.0 0.1
Br -26.920180 -19.932832 -18.250762 -0.7 -0.2 0.0
H -28.217921 -21.667062 -16.040235 0.7 0.4 -0.3
H -29.033178 -22.861441 -16.867438 -0.1 0.1 -0.7
H -29.357878 -20.745693 -18.133347 0.2 0.3 0.0
H -28.330876 -21.790590 -19.144039 0.1 0.0 0.0
Br -22.684017 -23.239197 -16.372219 0.0 0.0 -0.4
C -23.090215 -24.806162 -17.441870 0.0 -0.9 0.0
C -22.398040 -24.726551 -18.791516 -0.4 0.6 0.8
Br -22.697831 -26.384327 -19.790609 0.1 0.6 0.2
H -24.172067 -24.904013 -17.465694 0.0 0.2 -0.3
H -22.691457 -25.655694 -16.889887 -0.1 0.3 0.0
H -21.342286 -24.579780 -18.576620 0.1 -0.3 -0.5
H -22.770221 -23.865917 -19.342379 0.0 -0.3 -0.4
Br -24.592774 -21.306405 -13.083884 0.1 0.2 -0.1
C -23.458140 -20.368934 -14.391758 -0.1 0.1 0.4
C -24.273344 -20.110201 -15.626609 0.7 -0.4 -0.1
Br -23.084022 -19.391043 -17.002817 0.0 0.1 0.1
H -22.634701 -21.059757 -14.535541 0.1 0.1 -0.3
H -23.101861 -19.443145 -13.947569 0.0 -0.1 0.2
H -25.024184 -19.344965 -15.479996 -0.3 -0.3 0.0
H -24.611725 -21.071658 -16.003909 -0.5 0.3 -0.2
```
Positions in Å, forces in eV/Å.

As for the LUMO energy: 0.418 eV. The total charge is 0. Its HOMO-LUMO gap is 0.372 Ha. The total energy is -23954.99167 Ha.

# 3
ORCA calculation (the ωB97M-V functional and the def2-TZVPD basis) on H10O5 as an isolated structure.

XYZ file:
```
15
Properties=species:S:1:pos:R:3:forces:R:3
H 1.210412 1.016494 0.519908 0.8 0.8 -1.0
H 3.241432 0.240732 0.616910 -6.0 1.0 0.7
H 0.221897 0.888721 -1.705111 -1.3 2.4 3.5
H -0.073691 2.712857 -1.307017 -0.6 -5.7 2.0
H 1.184293 -1.080026 -0.756153 1.9 0.3 1.0
H -0.069306 -1.024683 -1.222170 0.1 0.1 -1.3
H -1.777164 -1.269337 0.927411 1.1 -1.5 -2.6
H -0.859699 -2.876958 0.178004 -3.4 5.4 -0.2
H -1.232313 1.048599 0.533426 -1.1 -1.4 3.5
H -0.954337 0.388056 2.358578 -3.3 1.8 -4.9
O 1.745494 0.305895 0.893779 5.2 -1.9 0.3
O -0.193629 1.562480 -0.877439 2.0 3.3 -5.0
O 0.841474 -0.864753 -1.613043 -2.4 -0.4 0.2
O -1.541900 -1.745096 0.006328 2.4 -3.7 2.5
O -1.742964 0.697020 1.446590 4.4 -0.6 1.4
```
Positions in Å, forces in eV/Å.

Its relative energy (zero: lowest compared OMol25 entry of this formula, charge and spin) is 8.9255 eV. As for the LUMO energy: -0.907 eV. The total charge is 0. Its HOMO-LUMO gap is 0.361 Ha. The total energy is -381.89617 Ha.

# 4
ORCA calculation (the ωB97M-V functional and the def2-TZVPD basis) on C5H6N2 as an isolated structure.

XYZ file:
```
13
Properties=species:S:1:pos:R:3:forces:R:3
C -0.003017 -1.837239 -0.562641 -1.0 -1.4 -0.9
C 1.032537 -1.828719 -1.340211 -1.7 -0.7 -0.6
C 0.176867 -0.654085 0.076751 1.4 1.3 -0.2
C -1.247751 1.154642 1.094597 0.1 0.8 -0.6
C -0.665451 0.572401 -0.256414 2.3 1.5 0.9
N 2.385115 -1.726353 -1.209245 1.8 0.1 0.4
N 2.693368 -0.720804 -0.642424 0.6 0.2 -0.2
H 1.212713 -0.702347 0.574090 -1.4 1.2 0.1
H -1.375029 2.275375 0.919491 0.2 -1.4 0.7
H -0.600994 0.941955 2.063096 -1.4 0.3 -2.3
H -2.247192 0.738368 1.097500 -0.2 -0.1 1.1
H -0.081331 1.471523 -0.686266 0.0 -1.8 0.6
H -1.279835 0.315284 -1.128324 -0.7 0.0 0.9
```
Positions in Å, forces in eV/Å.

Its relative energy (zero: lowest compared OMol25 entry of this formula, charge and spin) is 8.4498 eV. As for the LUMO energy (spin up / spin down): -0.103 / 0.020 eV. The total charge is 0. Its HOMO-LUMO gap (spin up / spin down) is 0.323 / 0.279 Ha. The total energy is -303.32555 Ha.

# 5
ORCA calculation (the ωB97M-V functional and the def2-TZVPD basis) on C29H30N3Pd as an isolated structure.

XYZ file:
```
63
Properties=species:S:1:pos:R:3:forces:R:3
Pd -0.637791 -2.010288 -0.667752 0.9 0.9 -0.3
C -1.122144 -5.389097 -2.382789 0.0 -0.1 -0.2
C -1.003139 -4.585761 -1.136143 0.1 -0.1 0.2
C 0.149936 -4.668306 -0.328949 -0.1 0.0 -0.1
C 0.237903 -3.960466 0.862509 -0.1 -0.1 0.1
C -0.859418 -3.198686 1.321611 -0.2 -0.3 0.2
C -2.070418 -3.216519 0.601308 -0.2 -0.4 0.2
C -2.112607 -3.837341 -0.654056 -0.1 -0.2 0.3
H -1.502999 -6.381127 -2.114236 0.0 0.0 0.0
H -0.162897 -5.550377 -2.871519 0.0 0.1 0.0
H -1.832361 -4.962850 -3.089231 0.0 0.0 0.0
H 0.954713 -5.331390 -0.621406 0.1 0.1 -0.1
H 1.118258 -4.055314 1.485026 0.1 0.1 -0.1
H -0.824444 -2.741210 2.301509 0.1 0.1 -0.1
H -2.968528 -2.806116 1.039955 0.0 0.2 -0.1
H -3.044721 -3.872368 -1.204786 0.0 0.1 -0.1
C 2.457320 1.912753 2.067773 0.2 0.0 0.0
C 1.963799 3.240542 1.570735 0.0 -0.1 0.0
C 2.735676 4.375025 1.771424 0.0 -0.1 0.0
C 2.252034 5.643797 1.481219 -0.1 0.0 -0.1
C 0.957154 5.809649 0.957889 0.0 0.1 0.0
C 0.160832 4.716237 0.757290 -0.1 0.1 0.0
C 0.662192 3.422469 1.013789 0.2 0.0 0.2
N -0.200492 2.357800 0.798809 0.0 0.3 0.0
C 0.029573 1.165758 0.173915 -0.5 -0.3 0.3
N 1.183568 1.096495 -0.556863 0.4 -0.1 -0.4
C 1.684045 0.127259 -1.373374 -0.2 0.0 0.2
C 1.125276 -1.177619 -1.472277 -0.3 -0.8 0.0
C 1.753897 -2.076198 -2.304662 0.0 0.3 0.1
C 2.870619 -1.698829 -3.074420 0.0 0.0 0.0
C 3.402372 -0.410689 -2.974056 0.1 0.1 0.0
C 2.842192 0.520878 -2.139122 0.3 0.0 -0.1
C 3.419695 1.899358 -2.030541 0.0 0.0 0.0
N -0.866526 0.218281 0.171317 -0.2 -0.3 -0.4
C -1.996001 0.276759 0.972632 -0.5 0.3 0.2
C -1.893781 0.586089 2.350460 0.1 -0.2 0.0
C -3.005670 0.562236 3.156948 -0.1 0.0 0.1
C -4.256112 0.272821 2.608158 0.1 0.0 0.0
C -4.379114 0.002938 1.247834 0.1 0.0 0.0
C -3.280452 -0.002670 0.405012 0.2 0.0 -0.1
C -3.480491 -0.139836 -1.077444 0.1 0.0 0.1
H 2.856186 2.028375 3.075544 0.0 0.0 0.0
H 3.289536 1.549078 1.457779 0.0 -0.1 0.0
H 1.685962 1.145994 2.098935 0.0 0.0 0.0
H 3.720798 4.267798 2.207734 0.0 0.0 0.1
H 2.860697 6.513951 1.689008 0.0 0.0 -0.1
H 0.598898 6.796261 0.698155 0.0 0.0 0.1
H -0.840709 4.833602 0.360762 0.0 0.0 0.0
H -1.179177 2.538287 1.016689 -0.1 -0.1 -0.1
H 1.719426 1.959971 -0.573820 -0.1 0.0 0.0
H 1.402006 -3.095652 -2.391779 0.0 0.0 0.0
H 3.326391 -2.413265 -3.748716 0.0 0.0 0.0
H 4.273507 -0.155188 -3.562489 0.0 0.1 0.0
H 4.276310 1.999304 -2.692049 0.0 0.0 0.0
H 3.772536 2.120741 -1.017989 0.0 0.0 0.0
H 2.699528 2.666758 -2.330558 0.0 0.0 0.0
H -0.914613 0.749963 2.784871 0.0 0.0 0.0
H -2.908256 0.744739 4.218591 0.0 0.0 0.0
H -5.131679 0.263986 3.243629 0.0 0.0 0.0
H -5.362536 -0.185732 0.835552 0.0 0.0 0.0
H -4.454586 -0.572946 -1.294178 0.0 0.0 0.0
H -2.703127 -0.733152 -1.565783 0.0 -0.1 0.0
H -3.448050 0.843039 -1.553384 0.0 0.0 0.0
```
Positions in Å, forces in eV/Å.

As for the LUMO energy (spin up / spin down): -8.517 / -12.281 eV. The total charge is +3. Its multiplicity is 5. Its HOMO-LUMO gap (spin up / spin down) is 0.313 / 0.170 Ha. The total energy is -1414.14002 Ha. The expectation value of S² is 6.08.

# 6
ORCA calculation (the ωB97M-V functional and the def2-TZVPD basis) on C3H7NOS as an isolated structure.

XYZ file:
```
13
Properties=species:S:1:pos:R:3:forces:R:3
C -1.262836 1.010093 -0.396132 0.6 -2.4 3.2
C -0.255654 1.093870 1.049912 -1.4 2.1 -1.3
C 0.944606 0.562806 0.246224 3.0 0.2 1.2
N 0.086240 -1.867419 -0.532703 0.1 0.4 -0.6
O 0.137579 -0.209640 -2.390913 0.8 -0.1 -2.4
S -0.103946 -0.174948 -1.007723 -1.5 0.2 3.6
H -2.301811 0.622606 -0.113012 1.2 0.6 -0.9
H -0.224805 2.214975 1.500192 0.3 -2.5 -1.5
H -0.515443 0.481777 1.918499 -0.2 -0.3 -0.5
H 1.679850 1.418841 -0.042526 -1.4 -1.7 0.0
H 1.534448 -0.320767 0.724828 -0.9 1.9 -0.7
H -0.465548 -2.403830 0.134233 0.0 0.8 -0.3
H 0.747320 -2.428364 -1.090878 -0.7 0.7 0.3
```
Positions in Å, forces in eV/Å.

Its relative energy (zero: lowest compared OMol25 entry of this formula, charge and spin) is 5.6487 eV. As for the LUMO energy: 0.589 eV. The total charge is 0. Its HOMO-LUMO gap is 0.341 Ha. The total energy is -646.50439 Ha.

# 7
ORCA calculation (the ωB97M-V functional and the def2-TZVPD basis) on a 3-piece molecular cluster, C4H13NOS2 overall.

XYZ file:
```
21
Properties=species:S:1:pos:R:3:forces:R:3
S 1.366205 2.198798 2.146578 0.5 -0.7 -0.2
S -0.439132 -2.087786 2.147724 0.3 1.8 -0.9
C -0.435776 -0.704363 0.974158 -1.8 0.3 2.3
C -0.097853 -1.173753 -0.352326 -0.7 -2.1 -3.5
C -1.279550 -2.020318 -0.898473 -0.6 -0.8 2.0
N 0.226804 -0.102625 -1.344880 3.4 0.5 1.5
C 1.553626 0.595479 -1.120028 -0.2 -1.5 0.5
H 0.978439 2.024618 3.407123 -0.2 -0.1 0.3
H 0.273318 0.157033 1.158213 0.2 0.4 1.4
H -1.458565 -0.273505 0.942226 0.6 0.2 0.5
H 0.803752 -1.759277 -0.112526 0.4 0.1 -1.3
H -1.340340 -2.498978 -1.871334 0.8 0.0 0.0
H -2.130785 -1.401445 -0.804664 -1.0 1.4 -0.6
H -1.674506 -2.706652 -0.077967 1.3 0.1 -1.1
H 0.067132 -0.119444 -2.352173 -1.1 -0.4 0.2
H 1.505379 1.675601 -1.037377 -0.5 0.2 -0.4
H 2.214078 0.269787 -1.954875 -0.4 0.4 0.3
H 1.984995 0.223384 -0.170419 -0.3 0.2 -0.6
H -1.352586 3.024109 0.414078 0.2 -0.4 -0.5
H -0.052704 2.287924 0.872266 -1.9 0.5 -2.2
O -0.711930 2.391410 0.034675 1.1 -0.2 2.2
```
Positions in Å, forces in eV/Å.

Its relative energy (zero: lowest compared OMol25 entry of this formula, charge and spin) is 5.8984 eV. As for the LUMO energy (spin up / spin down): -8.367 / -8.366 eV. The total charge is +1. Its multiplicity is 2. Its HOMO-LUMO gap (spin up / spin down) is 0.137 / 0.139 Ha. The total energy is -1086.03916 Ha. The expectation value of S² is 1.38.

no.,largest force on an atom (Eh/bohr)
1,0.053
2,0.030
3,0.124
4,0.056
5,0.025
6,0.079
7,0.081